(1)
{
  "formula": "C2H10N2O2",
  "method": "wB97M-V/def2-TZVPD",
  "smiles": "N/C=C/N.O.O",
  "e_above_lowest_ev": 1.991,
  "total_energy_ev": -9309.579,
  "gap_ha": 0.3025,
  "spin_multiplicity": 1,
  "lumo_energy_ev": 0.849,
  "homo_ev": -7.3816,
  "species": ["N", "C", "C", "N", "H", "H", "H", "H", "H", "H", "O", "H", "H", "O", "H", "H"],
  "positions_angstrom": [[-3.149, 0.188, 0.211], [-2.299, -0.476, -0.625], [-1.266, -1.279, -0.254], [0.106, -1.117, -0.667], [-2.935, 0.354, 1.175], [-3.825, 0.801, -0.204], [-2.466, -0.312, -1.692], [-1.375, -2.017, 0.542], [0.166, -0.218, -1.145], [0.379, -1.791, -1.383], [4.187, 2.279, 0.055], [3.610, 1.997, -0.664], [5.034, 2.308, -0.406], [1.609, -0.066, 1.720], [1.259, -0.483, 0.914], [0.965, -0.168, 2.424]],
  "atomic_forces_ev_per_a": [[-1.0858, -0.5302, -0.1921], [1.2274, 0.0402, -0.5095], [-0.2815, -0.4582, 1.2269], [-0.7629, 0.0065, -1.8454], [0.2209, -0.1576, 0.0170], [-0.1294, -0.1709, 0.1170], [0.4766, 0.9434, 0.1192], [0.0167, 0.7117, 0.5808], [0.1292, -0.0920, 0.1757], [0.2357, -0.2393, 0.2898], [0.1979, -0.0517, -0.5947], [-0.3119, -0.0289, 0.2857], [0.1462, 0.1048, 0.3197], [0.3531, 0.1582, -0.1407], [-0.2885, -0.0872, 0.3628], [-0.1436, -0.1490, -0.2122]],
  "mulliken_charge": [-0.45, -0.16, -0.45, -0.59, 0.23, 0.22, 0.32, 0.37, 0.28, 0.22, -0.62, 0.30, 0.31, -0.69, 0.40, 0.29]
}

(2)
{
  "formula": "C9H36BeN18O13S",
  "method": "wB97M-V/def2-TZVPD",
  "e_above_lowest_ev": 2.362,
  "total_energy_ev": -74600.087,
  "gap_ha": 0.1422,
  "spin_multiplicity": 1,
  "lumo_energy_ev": -4.974,
  "homo_ev": -8.8424,
  "species": ["Be", "S", "O", "O", "O", "O", "C", "O", "N", "N", "H", "H", "H", "H", "C", "O", "N", "N", "H", "H", "H", "H", "C", "O", "N", "N", "H", "H", "H", "H", "C", "O", "N", "N", "H", "H", "H", "H", "C", "O", "N", "N", "H", "H", "H", "H", "C", "O", "N", "N", "H", "H", "H", "H", "C", "O", "N", "N", "H", "H", "H", "H", "C", "O", "N", "N", "H", "H", "H", "H", "C", "O", "N", "N", "H", "H", "H", "H"],
  "positions_angstrom": [[1.159, 0.632, -2.729], [0.545, -0.337, -0.026], [1.725, 0.435, -0.535], [0.983, -1.669, 0.394], [-0.182, 0.329, 1.044], [-0.235, -0.531, -1.290], [-1.555, -1.347, -4.158], [-0.665, -0.489, -4.327], [-2.083, -1.993, -5.260], [-1.973, -1.841, -2.993], [-1.565, -2.057, -6.120], [-2.551, -2.855, -5.027], [-2.317, -2.775, -2.861], [-1.433, -1.354, -2.278], [0.708, 3.589, 2.075], [0.901, 4.775, 2.279], [-0.033, 3.115, 1.033], [1.121, 2.564, 2.890], [-0.023, 2.124, 0.814], [-0.722, 3.694, 0.570], [1.803, 2.671, 3.619], [0.660, 1.674, 2.846], [-3.364, -2.341, 1.067], [-3.768, -3.411, 1.499], [-3.735, -1.168, 1.661], [-2.493, -2.218, 0.032], [-3.580, -0.263, 1.268], [-4.136, -1.354, 2.564], [-2.183, -1.287, -0.172], [-2.029, -3.065, -0.251], [4.462, -2.217, 1.639], [5.561, -2.473, 2.119], [3.953, -0.965, 1.481], [3.678, -3.215, 1.163], [3.012, -0.830, 1.142], [4.475, -0.122, 1.636], [2.742, -2.972, 0.904], [4.052, -4.143, 1.180], [4.969, 2.718, 0.720], [5.797, 2.214, -0.012], [5.131, 3.845, 1.470], [3.668, 2.256, 0.851], [4.267, 4.173, 1.864], [5.920, 4.460, 1.433], [3.136, 1.655, 0.247], [3.101, 2.590, 1.612], [-0.001, -4.812, -1.363], [-0.342, -5.972, -1.544], [-0.143, -4.140, -0.177], [0.488, -4.061, -2.395], [0.361, -3.254, -0.140], [-0.579, -4.617, 0.591], [0.631, -3.090, -2.169], [0.628, -4.451, -3.305], [0.748, -2.362, 3.877], [0.807, -2.876, 4.995], [0.814, -1.009, 3.783], [0.698, -3.054, 2.724], [0.922, -0.583, 4.686], [0.668, -0.472, 2.949], [0.557, -4.045, 2.761], [0.822, -2.568, 1.829], [-1.431, 2.672, -3.166], [-0.698, 1.871, -2.537], [-1.947, 3.765, -2.599], [-1.718, 2.472, -4.470], [-1.892, 3.962, -1.609], [-2.555, 4.325, -3.170], [-2.493, 3.014, -4.815], [-1.506, 1.630, -4.979], [-3.328, 3.797, 0.354], [-2.430, 4.636, 0.424], [-4.651, 4.132, 0.257], [-3.093, 2.456, 0.416], [-4.877, 5.073, 0.525], [-5.324, 3.390, 0.321], [-3.865, 1.846, 0.220], [-2.177, 2.105, 0.644]],
  "atomic_forces_ev_per_a": [[-4.4825, -0.5124, 3.9980], [-0.3637, -1.9214, -0.5204], [0.8842, 1.4960, -2.1847], [0.6264, 0.6624, -0.0777], [0.1181, 0.0442, -0.6498], [0.0254, 0.8113, -1.2105], [0.5778, -2.3174, -1.8473], [0.4736, 0.9704, 0.4925], [-0.3278, -0.0376, 0.3219], [0.8289, 1.9202, 0.4115], [0.2295, 0.4263, 0.1161], [-0.2351, 0.0613, -0.2074], [-0.0972, 0.0202, -0.0138], [-0.4691, -0.6567, 0.7465], [-0.9081, 0.3496, 0.1730], [0.4947, -0.2723, 0.0803], [-0.2427, -0.3799, -0.8267], [0.6580, -0.4081, 0.2827], [0.0326, 0.4274, 0.2949], [0.4489, 0.4341, 0.3466], [-0.1774, 0.4471, 0.0573], [0.0023, 0.0068, -0.1774], [-0.0123, -0.6293, 0.4089], [0.3177, 0.1903, -0.2215], [-0.3604, -0.4652, 0.1586], [-0.8815, 0.2037, -0.0585], [0.1640, 0.1035, 0.3552], [-0.2443, 0.6969, -0.0202], [0.6386, -0.2691, -0.2321], [0.3289, 0.2462, -0.1721], [1.4456, -0.3961, 0.3033], [-0.2053, 0.5464, -0.1359], [-0.7753, 0.4935, -0.0887], [-0.5120, 0.4045, -0.2869], [0.3447, -0.1951, -0.0021], [0.3490, -0.2672, 0.2075], [-0.1136, -0.5838, -0.1971], [-0.2472, -0.0802, 0.1442], [-0.6260, -0.1503, -0.9115], [0.0537, 0.0881, 0.0467], [-0.3932, -0.0362, 0.5731], [-0.2957, -0.0207, 0.6420], [0.2966, 0.6192, 0.1302], [0.1914, -0.2769, -0.1595], [0.7620, -0.2684, -0.3348], [0.0032, 0.1153, -0.0089], [-0.7690, -1.5891, -0.2230], [0.0481, 0.2004, 0.2389], [0.4721, 0.1919, -1.3784], [0.0954, 1.0397, 0.7951], [-0.5324, -0.3117, 0.8933], [0.2246, 0.0568, 0.1592], [0.2640, 0.0695, -0.6651], [0.0475, -0.0861, 0.0511], [0.5290, -0.5417, 1.4507], [-0.3190, -0.1396, -0.5649], [0.0613, 0.5530, 0.0444], [-0.2658, 0.1283, -1.0455], [-0.0314, 0.2769, -0.1609], [-0.1073, -0.1422, -0.0709], [0.1728, -0.0010, 0.1949], [-0.3132, -0.4855, 0.9200], [0.7272, -0.7209, -0.3786], [2.1155, -0.4904, 0.2710], [-0.2813, -0.0746, -0.2850], [-0.6940, 0.7871, -0.2554], [0.2296, 0.0122, 0.0682], [-0.0674, 0.2233, 0.3069], [0.1138, -0.0995, -0.3700], [0.2500, -0.2942, 0.5049], [0.1990, 0.1568, 0.8210], [-0.4000, -0.2743, -0.5449], [0.5439, -0.0839, -0.3581], [-0.3250, 0.1247, -0.3930], [-0.2218, -0.0452, -0.0942], [-0.3233, 0.3152, 0.2371], [0.2499, -0.3294, 0.1270], [-0.0180, -0.0670, -0.0415]],
  "mulliken_charge": [0.98, 1.14, -0.95, -0.37, -0.79, -0.09, 0.38, -0.64, -0.47, -0.18, 0.25, 0.20, 0.33, 0.32, 0.29, -0.68, 0.01, -0.29, 0.00, 0.13, 0.25, 0.14, 0.60, -0.67, -0.39, 0.01, 0.18, 0.19, -0.24, 0.11, 0.42, -0.72, -0.09, -0.26, 0.12, 0.02, 0.26, 0.18, 0.52, -0.64, -0.32, -0.03, 0.16, 0.23, 0.15, 0.13, 0.50, -0.71, -0.13, -0.22, 0.17, 0.21, 0.08, 0.19, 0.41, -0.73, -0.26, -0.03, 0.17, 0.09, 0.18, -0.03, 0.56, -0.40, -0.33, -0.38, 0.18, 0.17, 0.18, 0.25, 0.59, -0.70, -0.46, -0.13, 0.27, 0.18, 0.14, 0.08]
}

(3)
{
  "formula": "CH6NO2",
  "method": "wB97M-V/def2-TZVPD",
  "e_above_lowest_ev": 1.316,
  "total_energy_ev": -6718.514,
  "gap_ha": 0.2633,
  "spin_multiplicity": 1,
  "total_charge": -1,
  "lumo_energy_ev": 4.635,
  "homo_ev": -2.5283,
  "species": ["O", "H", "N", "C", "O", "H", "H", "H", "H", "H"],
  "positions_angstrom": [[0.803, 2.132, 1.710], [0.789, 1.307, 1.014], [0.039, 0.075, 0.180], [0.211, -1.002, -0.719], [-0.858, -1.254, -1.745], [-0.167, 1.993, 1.978], [-0.844, 0.204, 0.631], [1.223, -0.807, -1.285], [0.298, -2.015, -0.273], [-1.493, -0.634, -1.493]],
  "atomic_forces_ev_per_a": [[-2.2482, -1.6353, -0.4000], [0.0381, 1.0211, 0.6700], [0.9902, 0.2638, -1.2389], [1.3418, 0.3504, 0.0434], [1.9597, -1.0687, -0.1789], [2.1770, 0.6098, -0.3500], [-0.8834, -0.9222, 0.2010], [-1.7566, -0.4010, 0.7229], [0.0206, 0.0458, 0.0734], [-1.6393, 1.7364, 0.4571]],
  "mulliken_charge": [-0.82, 0.47, -0.67, -0.16, -0.65, 0.25, 0.02, 0.13, 0.16, 0.28]
}

(4)
{
  "formula": "C40H37IN6P2Tl",
  "method": "wB97M-V/def2-TZVPD",
  "total_energy_ev": -82388.745,
  "gap_ha": 0.2909,
  "spin_multiplicity": 1,
  "total_charge": 1,
  "lumo_energy_ev": -2.550,
  "homo_ev": -10.4676,
  "species": ["Tl", "I", "C", "C", "C", "C", "C", "C", "C", "C", "C", "P", "C", "C", "C", "C", "C", "C", "C", "C", "C", "C", "C", "C", "C", "H", "H", "H", "H", "H", "H", "H", "H", "H", "H", "H", "H", "H", "H", "H", "H", "C", "N", "C", "N", "C", "N", "C", "P", "C", "C", "H", "H", "H", "H", "H", "H", "H", "H", "H", "H", "H", "H", "N", "C", "C", "C", "C", "C", "C", "N", "C", "C", "C", "C", "N", "C", "C", "H", "H", "H", "H", "H", "H", "H", "H", "H"],
  "positions_angstrom": [[-1.542, 1.227, 0.429], [-0.648, -0.121, 3.344], [-2.594, -0.137, 4.176], [-2.614, 0.580, 5.341], [-3.760, 0.608, 6.155], [-4.837, -0.133, 5.795], [-4.840, -0.893, 4.599], [-5.977, -1.687, 4.329], [-6.046, -2.454, 3.210], [-4.997, -2.389, 2.282], [-3.874, -1.617, 2.468], [-2.781, -1.521, 0.972], [-3.986, -1.075, -0.331], [-3.732, -1.408, -1.663], [-4.521, -0.898, -2.686], [-5.567, -0.034, -2.394], [-5.819, 0.316, -1.074], [-5.034, -0.195, -0.050], [-2.351, -3.270, 0.674], [-1.124, -3.693, 1.189], [-0.716, -5.012, 1.051], [-1.525, -5.921, 0.382], [-2.742, -5.507, -0.143], [-3.156, -4.190, 0.002], [-3.723, -0.880, 3.697], [-1.728, 1.113, 5.659], [-3.756, 1.187, 7.069], [-5.720, -0.164, 6.423], [-6.789, -1.678, 5.047], [-6.907, -3.081, 3.016], [-5.098, -2.948, 1.361], [-2.922, -2.086, -1.895], [-4.322, -1.181, -3.713], [-6.186, 0.361, -3.189], [-6.636, 0.987, -0.838], [-5.251, 0.082, 0.976], [-0.486, -2.984, 1.708], [0.235, -5.329, 1.462], [-1.209, -6.950, 0.270], [-3.375, -6.214, -0.665], [-4.109, -3.886, -0.411], [1.787, -2.260, -3.531], [2.445, -1.203, -2.764], [2.488, 0.011, -3.577], [1.172, 0.448, -4.050], [0.550, -0.657, -4.779], [0.451, -1.891, -3.999], [-0.494, -1.753, -2.897], [0.001, -0.424, -1.670], [1.783, -0.974, -1.485], [0.333, 0.905, -2.944], [1.715, -3.158, -2.916], [2.403, -2.483, -4.402], [3.113, -0.187, -4.449], [2.947, 0.815, -2.998], [1.152, -0.860, -5.665], [-0.449, -0.356, -5.099], [-0.589, -2.703, -2.366], [-1.474, -1.494, -3.300], [1.801, -1.892, -0.894], [2.332, -0.211, -0.927], [0.830, 1.740, -2.445], [-0.620, 1.272, -3.333], [5.355, 4.753, -0.291], [6.720, 4.904, -0.154], [7.605, 5.900, -0.568], [8.932, 5.711, -0.248], [9.368, 4.573, 0.458], [8.487, 3.595, 0.862], [7.136, 3.767, 0.548], [6.051, 2.956, 0.827], [5.022, 3.570, 0.319], [3.656, 3.042, 0.399], [2.552, 3.677, -0.164], [1.304, 3.094, -0.036], [1.093, 1.941, 0.599], [2.156, 1.338, 1.142], [3.437, 1.841, 1.070], [4.735, 5.402, -0.739], [7.269, 6.774, -1.111], [9.659, 6.456, -0.546], [10.421, 4.472, 0.684], [8.818, 2.718, 1.404], [2.642, 4.612, -0.702], [0.431, 3.579, -0.463], [1.968, 0.394, 1.645], [4.275, 1.323, 1.519]],
  "atomic_forces_ev_per_a": [[-0.1112, 0.0328, -0.1305], [0.0117, -0.1696, 0.0493], [0.0998, -0.0302, -0.2025], [-0.1213, 0.0108, 0.0582], [0.0473, 0.0530, 0.0468], [-0.0495, -0.0103, 0.0178], [0.1196, 0.0115, -0.0610], [-0.0598, 0.0056, 0.0288], [-0.0431, -0.0603, -0.0502], [0.0247, -0.0013, 0.0409], [0.0918, 0.0255, -0.0291], [-0.2074, 0.0164, 0.1891], [-0.0108, 0.0518, 0.0301], [-0.0031, -0.0224, 0.0819], [0.0545, -0.0307, 0.0527], [-0.0192, 0.0214, 0.0224], [-0.0017, -0.0005, -0.0069], [-0.0308, -0.0177, -0.0197], [0.1535, 0.0554, -0.0128], [0.0119, -0.0207, -0.0616], [-0.0024, 0.0067, -0.0106], [0.0159, 0.0325, 0.0256], [-0.0208, 0.0053, -0.0099], [0.0032, 0.0122, 0.0197], [-0.0536, 0.0141, 0.0959], [-0.0296, 0.0001, 0.0001], [0.0071, -0.0088, -0.0312], [0.0281, -0.0215, -0.0317], [0.0345, 0.0063, -0.0164], [0.0327, 0.0191, -0.0105], [-0.0179, 0.0070, 0.0201], [-0.0605, -0.0244, 0.0056], [-0.0013, -0.0102, 0.0089], [0.0091, -0.0054, 0.0106], [0.0203, -0.0108, -0.0029], [0.0072, 0.0043, -0.0467], [-0.0295, -0.0205, -0.0139], [-0.0305, 0.0042, -0.0084], [-0.0007, 0.0196, -0.0025], [0.0154, 0.0241, 0.0095], [0.0160, 0.0241, -0.0400], [-0.0978, 0.0796, 0.0603], [0.0166, -0.0259, -0.0115], [-0.1184, -0.0157, 0.0338], [0.0323, -0.0022, -0.0038], [-0.0083, -0.0026, 0.1434], [0.0276, 0.0150, -0.0068], [0.1052, 0.1482, 0.0603], [0.1704, -0.0420, -0.2199], [-0.1425, 0.0537, 0.0004], [0.0905, -0.1583, 0.0824], [0.0086, -0.0120, 0.0038], [0.0127, 0.0013, -0.0257], [-0.0020, -0.0044, -0.0074], [0.0020, 0.0065, 0.0083], [0.0205, -0.0162, -0.0142], [-0.0183, 0.0065, -0.0190], [-0.0059, -0.0374, -0.0090], [-0.0051, -0.0130, -0.0431], [0.0210, -0.0119, 0.0065], [-0.0111, -0.0322, -0.0328], [-0.0166, 0.0286, -0.0163], [-0.0208, 0.0070, -0.0333], [-0.0513, 0.0511, -0.0370], [-0.0347, -0.0042, -0.0163], [-0.0687, -0.0338, 0.0098], [-0.0199, -0.0032, 0.0003], [0.0130, 0.0169, -0.0084], [0.0162, -0.0355, 0.0195], [0.0317, -0.0302, 0.0249], [0.1018, -0.0577, 0.0402], [0.0006, 0.0964, -0.0335], [-0.0123, 0.0615, -0.0432], [0.0741, 0.0432, -0.0410], [0.0061, 0.0005, 0.0412], [0.0679, 0.0494, -0.0176], [-0.0809, -0.0473, 0.0113], [0.1025, -0.0535, 0.0554], [-0.0225, -0.0041, 0.0015], [0.0288, -0.0184, 0.0185], [-0.0179, -0.0258, 0.0091], [-0.0247, -0.0054, 0.0004], [-0.0143, 0.0282, -0.0171], [-0.0204, -0.0339, 0.0255], [0.0101, -0.0063, -0.0024], [0.0093, 0.0253, 0.0053], [-0.0555, 0.0158, -0.0181]],
  "mulliken_charge": [0.94, 0.11, 0.10, -0.74, -0.79, -0.87, 1.04, -0.84, -1.24, 0.06, 0.90, 0.37, 0.31, -0.69, -0.84, -0.66, -0.71, -0.61, 0.85, -0.48, -0.65, -0.53, -0.81, -0.06, 0.31, 0.42, 0.40, 0.37, 0.40, 0.44, 0.18, 0.66, 0.50, 0.41, 0.45, 0.41, 0.17, 0.45, 0.41, 0.43, 0.33, -1.00, 0.13, -1.06, 0.13, -0.99, 0.12, -1.13, 1.22, -0.88, -1.01, 0.42, 0.32, 0.28, 0.43, 0.31, 0.40, 0.47, 0.45, 0.47, 0.22, 0.37, 0.47, 0.02, 0.73, -1.02, -0.42, -0.48, -0.74, 0.55, -0.60, -0.23, 0.86, -0.54, -0.58, 0.16, -1.05, -0.30, 0.17, 0.38, 0.38, 0.39, 0.44, 0.32, 0.44, 0.52, 0.53]
}

(5)
{
  "formula": "C6H11N5",
  "method": "wB97M-V/def2-TZVPD",
  "smiles": "C[N@@H+]1C=CN2C(=[NH2+])NC=N[C@H]21",
  "e_above_lowest_ev": 2.007,
  "total_energy_ev": -13832.422,
  "gap_ha": 0.3810,
  "spin_multiplicity": 1,
  "total_charge": 2,
  "lumo_energy_ev": -8.005,
  "homo_ev": -18.3734,
  "species": ["C", "N", "C", "C", "N", "C", "N", "N", "C", "N", "C", "H", "H", "H", "H", "H", "H", "H", "H", "H", "H", "H"],
  "positions_angstrom": [[-2.421, 0.546, -1.540], [-1.137, 0.928, -0.893], [0.150, 1.230, -1.657], [1.161, 0.540, -1.158], [0.696, -0.255, -0.065], [1.444, -0.808, 0.858], [2.731, -1.063, 0.822], [0.784, -1.054, 2.055], [-0.402, -0.371, 2.325], [-1.227, -0.054, 1.414], [-0.754, -0.209, 0.088], [-2.458, -0.501, -1.747], [-3.175, 0.762, -0.842], [-2.350, 1.018, -2.481], [-1.188, 1.716, -0.361], [0.093, 1.816, -2.506], [2.210, 0.593, -1.514], [3.006, -1.725, 1.520], [3.322, -0.564, 0.171], [1.479, -1.386, 2.680], [-0.797, -0.168, 3.327], [-1.167, -0.991, -0.498]],
  "atomic_forces_ev_per_a": [[1.3768, 0.0810, -0.6537], [2.4719, -2.7829, -0.2214], [-0.7902, -2.2787, 1.0393], [-0.2894, 0.0574, -0.2263], [1.2756, 0.8367, -0.9302], [-1.2763, 0.1686, 1.8194], [-0.8999, 0.5290, -0.6695], [0.7539, 0.1922, -1.7453], [-1.2902, -0.6955, 0.4529], [0.6557, 0.9036, -1.2742], [0.3347, 0.6198, -0.7177], [0.3307, -0.7390, -0.0181], [-1.2998, 0.7929, 0.3974], [-1.1143, 0.9551, -0.9592], [-1.2636, 3.2032, 2.0911], [-0.0919, 1.3397, -1.3784], [-0.8886, -0.2240, 0.4446], [1.2915, -0.0399, 0.0753], [0.4661, -0.7214, 0.1340], [-0.4052, -0.1179, 1.8444], [1.0064, -0.4795, 0.1089], [-0.3537, -1.6004, 0.3865]],
  "mulliken_charge": [-0.80, 0.08, -0.86, 0.03, 0.09, 0.68, -0.31, -0.16, -0.17, -0.42, -0.03, 0.39, 0.40, 0.37, 0.32, 0.55, 0.41, 0.25, 0.23, 0.20, 0.41, 0.34]
}